(1)
Below is C28H29BrLiN4O4S2 as an isolated structure, with properties calculated with ωB97M-V/def2-TZVPD.

Total charge: -1
ΔE to the lowest compared entry with this formula, charge and spin (kcal/mol): 19.9

Last column: Mulliken charge in e.
Atoms and positions in Å:
Li  0.03  1.42  1.24  0.962
Br  4.23  7.18  0.52  -0.285
C  3.23  5.67  1.13  -0.148
C  3.78  4.82  2.09  -0.375
C  3.09  3.73  2.53  -0.801
C  1.78  3.39  2.04  0.462
O  1.19  2.36  2.44  -1.009
C  1.23  4.32  1.08  0.498
C  -0.08  4.16  0.52  0.162
N  -0.94  3.31  0.94  -0.355
C  -2.20  3.22  0.36  0.235
C  -2.90  4.25  -0.23  -0.457
C  -4.16  4.03  -0.81  -0.820
C  -4.74  2.79  -0.80  -0.944
C  -4.07  1.71  -0.17  1.138
C  -4.60  0.40  -0.12  -0.920
C  -3.89  -0.58  0.51  -0.639
C  -2.66  -0.25  1.10  -0.064
N  -2.15  0.95  1.09  -0.264
C  -2.82  1.93  0.43  0.290
C  1.98  5.42  0.62  -0.665
H  4.77  5.03  2.48  0.368
H  3.52  3.06  3.26  0.400
H  -0.31  4.83  -0.32  0.267
H  -2.48  5.25  -0.25  0.479
H  -4.68  4.86  -1.27  0.371
H  -5.71  2.62  -1.26  0.357
H  -5.56  0.20  -0.59  0.392
H  -4.26  -1.60  0.56  0.442
H  -2.08  -1.01  1.61  0.555
H  1.55  6.07  -0.13  0.415
C  3.14  -3.58  0.37  -1.347
C  2.07  -2.56  0.00  0.091
N  0.78  -2.87  0.59  -0.025
C  0.37  -2.50  1.82  0.369
S  1.29  -1.55  2.84  -0.321
N  -0.89  -2.92  2.14  -0.239
C  -1.45  -2.81  3.47  -0.535
C  -0.99  -3.91  4.41  -1.241
H  4.08  -3.33  -0.11  0.399
H  2.85  -4.59  0.05  0.317
H  3.29  -3.59  1.45  0.329
H  1.94  -2.50  -1.08  -0.266
H  2.35  -1.56  0.34  0.261
H  0.17  -3.46  0.05  0.224
H  -1.32  -3.59  1.52  0.186
H  -2.54  -2.82  3.37  0.354
H  -1.17  -1.83  3.86  0.330
H  -1.30  -4.89  4.06  0.323
H  -1.40  -3.76  5.41  0.405
H  0.10  -3.89  4.49  0.285
C  1.38  -4.11  -5.04  -1.458
C  1.20  -2.89  -4.18  1.141
C  2.22  -1.95  -4.06  -0.655
C  2.06  -0.83  -3.25  -0.297
C  0.88  -0.64  -2.56  -0.752
C  -0.15  -1.56  -2.68  -0.522
C  0.01  -2.67  -3.49  -0.797
S  0.67  0.77  -1.47  1.707
O  1.91  1.51  -1.54  -0.756
O  -0.51  1.47  -1.95  -0.742
O  0.44  0.14  -0.16  -0.440
H  1.74  -3.84  -6.04  0.356
H  0.44  -4.65  -5.16  0.344
H  2.11  -4.79  -4.60  0.281
H  3.15  -2.09  -4.59  0.355
H  2.85  -0.10  -3.14  0.508
H  -1.08  -1.39  -2.14  0.493
H  -0.80  -3.39  -3.58  0.286


(2)
Below is C28H29F10N8O3SSr as an isolated structure, with properties calculated with ωB97M-V/def2-TZVPD.

Total charge: -1
ΔE to the lowest compared entry with this formula, charge and spin (kcal/mol): 67.6

Last column: Mulliken charge in e.
Atoms and positions in Å:
Sr  -0.58  0.37  -0.82  1.521
C  -1.11  -0.96  2.38  -1.374
N  0.05  -0.20  1.92  1.406
C  0.15  1.08  2.64  -1.601
C  -0.75  2.18  2.12  -0.789
N  -0.42  2.44  0.74  -0.115
C  -0.69  3.60  0.15  0.001
C  -0.28  3.79  -1.20  0.142
F  0.36  2.76  -1.83  0.005
C  -0.49  4.92  -1.95  -0.584
F  -0.05  4.97  -3.22  -0.329
C  -1.15  6.01  -1.40  0.824
F  -1.35  7.14  -2.11  -0.346
C  -1.59  5.90  -0.10  -0.070
F  -2.25  6.92  0.46  -0.324
C  -1.37  4.75  0.64  0.734
F  -1.90  4.73  1.89  -0.380
C  1.28  -0.97  2.08  -1.742
C  1.55  -1.99  0.98  -0.554
N  1.72  -1.35  -0.31  0.925
C  2.97  -1.65  -1.20  1.876
C  3.86  -0.48  -1.32  -0.915
F  3.22  0.74  -1.45  -0.310
C  5.19  -0.46  -1.00  -0.088
F  5.87  0.70  -1.11  -0.336
C  5.87  -1.60  -0.60  0.205
F  7.23  -1.64  -0.53  -0.366
C  5.11  -2.76  -0.49  0.397
F  5.72  -3.90  -0.12  -0.361
C  3.77  -2.80  -0.77  -0.927
F  3.09  -3.96  -0.52  -0.470
H  -1.03  -1.21  3.45  0.325
H  -1.21  -1.88  1.81  0.268
H  -2.03  -0.39  2.22  0.264
H  1.17  1.44  2.52  0.470
H  -0.03  0.93  3.71  0.355
H  -0.60  3.04  2.78  0.467
H  -1.81  1.90  2.26  0.284
H  1.29  -1.49  3.06  0.340
H  2.12  -0.28  2.07  0.450
H  0.75  -2.75  0.93  0.424
H  2.47  -2.52  1.26  0.330
C  3.07  -3.38  -3.82  -1.064
N  1.89  -3.18  -3.01  0.334
C  0.68  -3.41  -3.80  -0.708
C  1.87  -1.89  -2.36  -0.932
N  0.81  -1.81  -1.36  -0.480
N  1.91  -0.79  -3.32  0.038
C  0.92  0.02  -3.80  0.699
N  1.39  0.95  -4.72  -0.643
N  -0.32  -0.10  -3.49  -0.558
H  3.14  -4.43  -4.09  0.420
H  3.97  -3.12  -3.26  0.297
H  3.05  -2.79  -4.75  0.349
H  0.76  -4.38  -4.28  0.431
H  0.53  -2.64  -4.56  0.231
H  -0.20  -3.42  -3.16  0.219
H  0.47  -2.75  -1.17  0.358
H  2.85  -0.43  -3.41  0.316
H  2.38  1.15  -4.68  0.252
H  0.85  1.80  -4.73  0.254
H  -0.89  0.51  -4.08  0.050
C  -7.60  -0.23  3.44  -1.385
C  -6.61  -0.28  2.31  0.984
C  -6.66  -1.27  1.34  -0.758
C  -5.76  -1.30  0.29  -0.726
C  -4.78  -0.32  0.20  -0.300
C  -4.71  0.69  1.15  -0.216
C  -5.62  0.70  2.20  -0.781
S  -3.57  -0.40  -1.10  1.736
O  -3.02  0.96  -1.20  -0.842
O  -4.24  -0.90  -2.27  -0.729
O  -2.51  -1.28  -0.58  -0.666
H  -8.15  -1.17  3.52  0.354
H  -8.34  0.56  3.28  0.288
H  -7.11  -0.04  4.39  0.346
H  -7.43  -2.04  1.41  0.314
H  -5.81  -2.07  -0.47  0.443
H  -3.96  1.46  1.06  0.642
H  -5.57  1.49  2.94  0.400


no.,HOMO (eV),frontier orbital gap (hartree),largest force on an atom (Eh/bohr)
1,-4.2,0.236,0.010
2,-4.1,0.235,0.013